Entry 1:
59
Properties=species:S:1:pos:R:3:forces:R:3 method="wB97M-V/def2-TZVPD" de_lowest_kcal_mol=50.91 energy_ha=-1392.36392 e_lumo_ev=0.68 gap_ev=8.70 charge=0 smiles="COc1ccc(CN2CCNC(=O)[C@@H]2CC(=O)N(C)Cc2nccn2C)cc1OC"
C -5.933962 -2.961310 0.566068 -0.10 -0.51 0.04
O -5.977485 -1.554615 0.650569 0.23 0.39 -0.03
C -5.010258 -0.778643 0.081603 -0.10 0.11 0.03
C -5.304404 0.581661 0.081869 0.07 -0.20 0.04
C -4.424436 1.518551 -0.422857 0.07 -0.11 -0.17
C -3.219143 1.111714 -0.975311 -0.19 0.06 -0.07
C -2.211443 2.119145 -1.477062 0.01 -0.06 0.00
N -1.072484 2.370507 -0.603358 0.10 0.08 -0.13
C -1.365250 3.008408 0.657574 -0.03 -0.04 0.30
C -1.932196 2.059342 1.723675 -0.25 0.38 -0.09
N -1.238455 0.789619 1.695890 -0.11 -0.01 0.40
C -0.530700 0.282105 0.668230 -0.10 0.09 0.02
O -0.138717 -0.872352 0.681088 0.25 -0.34 -0.14
C -0.162598 1.255646 -0.444626 0.21 0.08 -0.15
C 1.281225 1.746785 -0.183048 -0.06 -0.24 -0.17
C 2.222539 0.604798 -0.528062 0.10 0.24 0.23
O 2.391016 0.292943 -1.699629 -0.24 0.03 -0.41
N 2.831770 -0.054295 0.472342 0.20 -0.20 -0.07
C 2.786512 0.282306 1.875989 -0.19 0.14 0.30
C 3.573305 -1.270413 0.156809 -0.06 0.01 -0.25
C 5.040669 -1.040471 0.270697 -0.02 -0.13 0.02
N 5.714749 -1.136059 1.393739 -0.46 -0.27 0.26
C 6.994395 -0.802162 1.092972 0.18 0.11 -0.25
C 7.090731 -0.494660 -0.233278 0.30 0.04 0.19
N 5.836941 -0.639713 -0.754070 0.02 -0.03 0.42
C 5.471574 -0.439899 -2.130095 -0.19 -0.06 -0.57
C -2.934274 -0.247463 -1.013322 -0.12 -0.03 -0.05
C -3.787490 -1.202407 -0.474055 0.02 -0.21 0.03
O -3.486288 -2.536922 -0.457551 -0.44 0.36 0.14
C -2.213213 -2.952341 -0.903497 0.33 -0.09 -0.05
H -5.869180 -3.301194 -0.469551 -0.01 0.01 0.08
H -6.874824 -3.299262 1.001030 0.06 0.00 -0.04
H -5.099724 -3.377587 1.134100 -0.10 0.02 -0.06
H -6.250062 0.881467 0.505387 -0.13 0.01 0.05
H -4.684189 2.566926 -0.394349 -0.02 0.13 0.00
H -2.705711 3.081950 -1.633653 -0.01 -0.07 -0.07
H -1.801792 1.789379 -2.436177 -0.06 0.06 0.00
H -0.432488 3.447361 1.024270 -0.09 0.06 0.07
H -2.073747 3.820620 0.486430 0.04 0.03 0.05
H -3.001674 1.889857 1.550510 0.19 0.07 0.11
H -1.811220 2.503651 2.717501 -0.02 0.02 -0.11
H -1.507005 0.118973 2.404753 0.14 -0.05 -0.18
H -0.126611 0.701928 -1.387773 -0.04 -0.02 0.17
H 1.392908 2.097415 0.838494 0.01 0.06 0.03
H 1.475768 2.566040 -0.877115 0.01 -0.08 0.05
H 1.849847 -0.051202 2.329308 -0.01 0.01 0.05
H 2.908353 1.353870 2.031583 0.02 -0.05 0.05
H 3.621020 -0.222495 2.361840 -0.05 0.10 0.03
H 3.274371 -2.045165 0.866661 0.08 0.04 -0.08
H 3.297024 -1.575114 -0.853488 -0.01 -0.02 0.17
H 7.756795 -0.804282 1.845531 0.23 0.03 0.08
H 7.923178 -0.191174 -0.834526 0.14 0.06 -0.15
H 5.591913 -1.366980 -2.697161 0.01 0.07 -0.01
H 6.115659 0.322563 -2.566597 -0.02 -0.02 0.03
H 4.432948 -0.114087 -2.201770 0.12 -0.02 0.01
H -2.017757 -0.573259 -1.475734 0.14 -0.10 -0.03
H -1.408062 -2.451519 -0.358274 -0.07 -0.01 -0.06
H -2.176404 -4.021865 -0.701809 0.03 0.05 -0.06
H -2.091961 -2.786622 -1.978720 -0.01 0.00 0.02

=====

Entry 2:
117
Properties=species:S:1:pos:R:3:forces:R:3 method="wB97M-V/def2-TZVPD" de_lowest_kcal_mol=6.37 energy_ha=-12005.37913 e_lumo_ev=-6.16 gap_ev=7.10 charge=+2
Ta 0.202818 0.676707 0.471369 -0.09 -0.75 0.82
O -1.373116 0.819344 -0.382496 -1.17 0.64 -0.90
C -2.319867 1.471354 -1.221680 -0.58 0.40 -0.62
C -1.803499 1.370200 -2.674644 0.16 0.02 0.36
C -0.401785 1.815192 -2.996452 0.02 0.04 -0.01
C -0.202452 2.599515 -4.127223 -0.02 -0.02 0.06
C 1.078307 2.973702 -4.481400 0.03 0.01 0.01
C 2.131227 2.550387 -3.690951 -0.03 -0.10 -0.07
C 1.873595 1.750620 -2.588987 -0.05 -0.09 -0.16
C 3.016818 1.320698 -1.713571 -0.25 0.06 0.25
C 2.919890 2.070132 -0.370706 0.87 0.30 -0.33
O 1.764478 1.540963 0.266585 1.56 1.20 -0.67
C 2.777330 3.564926 -0.652631 -0.24 0.07 0.21
C 3.845817 4.235225 -1.244748 0.02 0.00 0.02
C 3.766014 5.593665 -1.495659 0.05 0.00 -0.05
C 2.626743 6.308426 -1.146605 -0.06 0.01 0.01
C 1.563553 5.647851 -0.555675 0.02 0.02 -0.02
C 1.639608 4.280799 -0.318846 -0.07 -0.12 -0.03
C 4.133672 1.899692 0.546456 -0.25 -0.16 0.05
C 5.254468 1.156856 0.203122 -0.06 0.05 -0.06
C 6.367621 1.148241 1.037572 0.06 -0.02 0.01
C 6.369715 1.883502 2.211491 -0.01 -0.08 0.05
C 5.243117 2.616656 2.568016 -0.09 -0.03 0.00
C 4.130398 2.615421 1.744250 0.04 0.01 0.01
N 0.624689 1.382255 -2.243604 0.10 0.12 0.32
C -3.636357 0.699728 -1.216717 0.07 -0.16 0.14
C -3.699842 -0.599515 -0.734953 0.08 -0.06 -0.01
C -4.889327 -1.314865 -0.786449 -0.02 0.04 -0.01
C -6.020862 -0.735344 -1.336644 -0.03 -0.05 0.01
C -5.958827 0.560512 -1.832077 -0.02 0.04 -0.03
C -4.775353 1.277415 -1.770045 0.05 -0.02 -0.01
C -2.529624 2.882559 -0.659262 0.11 -0.17 0.07
C -1.882161 4.013106 -1.145361 -0.04 -0.11 -0.01
C -2.105390 5.258251 -0.569133 0.02 0.00 -0.02
C -2.965432 5.386407 0.508518 0.03 0.05 -0.02
C -3.591802 4.258357 1.018668 -0.05 -0.04 0.05
C -3.374756 3.017839 0.442333 0.00 0.02 0.01
H -2.508412 1.907584 -3.305369 -0.01 -0.02 -0.06
H -1.884526 0.312579 -2.938497 -0.09 0.02 -0.04
H -1.054271 2.906536 -4.719001 -0.01 0.01 0.02
H 1.253566 3.585094 -5.356612 0.00 0.01 0.01
H 3.149435 2.828840 -3.923906 0.00 0.00 0.01
H 3.953497 1.564155 -2.207559 0.03 0.00 0.00
H 2.993664 0.246750 -1.514380 0.07 -0.03 -0.05
H 4.757193 3.703313 -1.493977 0.00 -0.01 0.03
H 4.604144 6.101120 -1.955066 0.00 0.00 0.01
H 2.574526 7.373303 -1.329096 0.01 0.00 0.00
H 0.672394 6.188483 -0.264406 0.02 0.01 -0.02
H 0.788611 3.779431 0.124477 0.00 0.05 -0.01
H 5.298545 0.607771 -0.728930 -0.05 -0.05 0.02
H 7.245252 0.584176 0.748495 -0.01 0.00 0.02
H 7.243689 1.886662 2.849559 0.01 0.02 -0.03
H 5.240270 3.206961 3.475039 0.00 -0.03 0.01
H 3.265159 3.215604 2.003647 0.01 -0.01 0.02
H -2.818642 -1.058093 -0.304154 -0.06 0.03 0.01
H -4.928477 -2.322385 -0.392953 -0.01 -0.01 -0.01
H -6.948690 -1.289607 -1.382217 0.00 0.01 0.00
H -6.837652 1.018898 -2.265780 0.00 -0.01 0.01
H -4.740865 2.293624 -2.145717 -0.02 0.00 0.01
H -1.206234 3.952576 -1.983193 0.07 -0.04 -0.13
H -1.613494 6.128637 -0.984224 -0.04 0.00 0.01
H -3.156597 6.360617 0.939217 0.01 -0.01 0.01
H -4.266827 4.346161 1.860763 0.00 -0.01 -0.03
H -3.885340 2.146965 0.837728 0.01 0.02 0.02
Se -1.277538 -0.879668 2.113187 -0.07 -0.25 0.40
P -1.308136 0.894812 3.360347 -0.35 -0.10 0.56
Se -0.257458 2.480132 2.257154 -0.13 -0.07 0.55
C -0.451125 0.664260 4.943271 0.00 0.15 -0.34
C -0.208392 -0.595742 5.472755 -0.05 -0.04 -0.07
C 0.351013 -0.703935 6.738130 0.01 -0.04 0.03
C 0.646974 0.437750 7.468197 0.03 -0.03 -0.01
C 0.399353 1.696872 6.934641 -0.02 0.05 0.02
C -0.143371 1.815596 5.667261 0.03 -0.09 0.00
C -3.002486 1.307473 3.829033 0.25 0.12 -0.18
C -3.907436 0.277882 4.068779 0.06 0.03 -0.05
C -5.150846 0.579711 4.599125 -0.01 -0.04 0.00
C -5.477430 1.896063 4.896281 -0.01 0.01 0.01
C -4.578990 2.920770 4.632303 0.01 0.10 0.01
C -3.335364 2.632586 4.093719 0.03 -0.11 -0.03
H -0.474231 -1.482654 4.909020 0.03 0.01 0.02
H 0.546958 -1.682040 7.156964 -0.02 0.00 0.01
H 1.071469 0.347646 8.459086 0.00 0.00 0.00
H 0.622944 2.585139 7.510147 0.03 -0.01 -0.01
H -0.325564 2.794215 5.239062 0.01 0.03 0.07
H -3.637609 -0.746306 3.840661 -0.07 -0.02 0.02
H -5.863180 -0.213371 4.782428 0.01 0.01 0.03
H -6.436276 2.126653 5.341024 -0.02 -0.01 -0.06
H -4.845496 3.946990 4.848915 -0.01 -0.01 0.02
H -2.629095 3.424330 3.870775 -0.04 0.04 0.04
C -0.498758 -3.116623 -0.556530 -0.06 0.34 0.12
As 0.624647 -1.556158 -0.971158 0.44 -1.85 -0.48
C 0.405616 -1.672496 -2.909094 -0.10 0.41 0.13
C 2.456259 -2.216220 -0.737088 -0.16 0.28 0.03
C 3.078410 -2.937603 -1.752685 -0.18 0.00 -0.05
C 4.391929 -3.356633 -1.615070 0.01 0.00 0.01
C 5.095698 -3.047740 -0.460090 -0.01 -0.02 -0.03
C 4.481797 -2.325226 0.551206 0.00 0.11 0.13
C 3.162653 -1.904737 0.426230 -0.09 0.17 0.05
As 2.197835 -1.041901 1.901657 0.42 -1.03 0.13
C 1.567251 -2.756843 2.648817 -0.18 0.24 0.00
C 3.589816 -0.799760 3.262227 -0.28 0.38 -0.10
H 0.000257 -4.020931 -0.896579 0.08 0.03 -0.04
H -1.433171 -2.983756 -1.102619 0.01 -0.03 0.00
H -0.729137 -3.200727 0.503320 0.06 0.01 -0.02
H 0.498586 -2.711728 -3.214407 0.02 -0.05 0.11
H 1.130874 -1.056062 -3.434392 0.03 0.00 0.07
H -0.597453 -1.330781 -3.156427 0.00 -0.01 0.01
H 2.540995 -3.181205 -2.659551 0.04 -0.01 -0.02
H 4.860369 -3.918432 -2.411914 0.01 -0.01 0.02
H 6.119844 -3.376023 -0.341141 0.01 0.02 -0.02
H 5.040608 -2.078496 1.444835 0.04 -0.03 -0.01
H 2.420402 -3.431030 2.695166 0.07 0.05 -0.04
H 0.791185 -3.208920 2.034831 0.04 0.05 0.02
H 1.179419 -2.603126 3.655161 -0.03 0.05 -0.05
H 4.082824 -1.751852 3.445189 -0.05 -0.05 -0.10
H 3.092093 -0.484333 4.179924 -0.03 0.02 -0.04
H 4.310732 -0.042744 2.975425 0.09 0.11 -0.10

=====

Entry 3:
16
Properties=species:S:1:pos:R:3:forces:R:3 method="wB97M-V/def2-TZVPD" de_lowest_kcal_mol=25.47 energy_ha=-308.85757 e_lumo_ev=1.05 gap_ev=10.92 charge=0 smiles=CO[C@@H](C)CO
C -0.759652 -1.637294 -0.979799 -0.07 -0.23 -0.14
O -0.607413 -0.624843 -0.008673 -0.02 0.06 0.04
C 0.327414 0.385788 -0.380327 0.13 0.09 -0.04
C -0.364705 1.736327 -0.353800 0.00 0.06 -0.01
C 1.501003 0.327071 0.609647 -0.03 0.38 -0.09
O 1.829203 -0.997229 0.945983 -0.13 -0.17 0.14
H -1.230204 -1.246353 -1.894958 0.09 -0.06 0.14
H 0.205491 -2.094737 -1.241206 -0.15 0.08 0.05
H -1.409147 -2.404346 -0.549919 0.07 0.12 -0.07
H 0.701058 0.172789 -1.390481 -0.04 -0.02 0.09
H -1.155981 1.780783 -1.108011 0.10 0.01 0.11
H 0.348424 2.546315 -0.546659 -0.09 -0.12 0.01
H -0.813225 1.897546 0.632782 0.06 -0.02 -0.16
H 2.396041 0.776358 0.164215 -0.19 -0.01 0.07
H 1.235291 0.918978 1.501247 0.06 -0.15 -0.05
H 0.991333 -1.396236 1.226780 0.21 -0.03 -0.10